[1]
60
Properties=species:S:1:pos:R:3:forces:R:3 method="wB97M-V/def2-TZVPD" homo_ev=-8.939 mol_weight_da=399.52 smiles="O=C(F)C[C@H]1C(=O)NC[C@H]1CCCS.COCCOC.COCCOC" lumo_ev=0.4 gap_ev=9.32 largest_force_ev_per_a=5.543 total_energy_ev=-45503.4407 de_lowest_ev=0.000 total_charge=0
O -1.02286 -2.33807 4.28352 -2.35 -0.41 -5.00
C -1.52330 -2.40557 3.14643 1.65 0.42 3.65
F -2.96788 -2.48201 3.07479 2.86 0.10 -0.52
C -0.63631 -2.35922 1.78674 -0.71 -0.09 0.59
C -1.42714 -1.58006 0.62699 -0.37 1.06 -0.01
C -0.47422 -0.73648 -0.39732 0.41 0.88 -0.17
O -0.10569 0.45883 -0.34549 -1.71 -4.77 -0.10
N -0.13657 -1.68640 -1.50728 -2.10 0.49 0.10
C -0.98093 -2.94354 -1.34348 -0.84 0.34 0.82
C -2.24343 -2.39789 -0.48004 0.51 -1.14 0.53
C -3.25984 -3.56545 -0.04670 -0.15 -0.37 -1.02
C -4.81478 -3.22786 -0.39741 0.23 -1.04 1.19
C -5.52840 -2.29454 0.69447 -1.71 -0.76 -0.99
S -4.94487 -0.53241 0.59031 -0.55 0.32 0.00
H -0.35801 -3.44011 1.54265 -0.49 1.42 0.23
H 0.34126 -1.82816 2.10565 -1.74 -0.78 -0.57
H -2.11493 -0.87214 1.20196 1.01 -0.59 -1.15
H -0.53651 -1.34185 -2.40214 1.15 0.61 0.72
H -1.33465 -3.42104 -2.33405 0.86 1.00 1.45
H -0.35899 -3.70568 -0.76348 -1.08 0.85 -0.72
H -2.88604 -1.65338 -1.07269 1.34 -0.90 0.65
H -2.99948 -4.48147 -0.70978 -0.35 1.39 1.08
H -3.14383 -3.92402 1.03484 -0.26 0.73 -1.48
H -4.95733 -2.82669 -1.45668 0.40 -0.32 1.50
H -5.34727 -4.25793 -0.37005 0.69 1.68 0.00
H -5.47206 -2.72011 1.76314 0.33 0.87 -1.69
H -6.65877 -2.28141 0.43748 1.84 -0.01 0.46
H -6.00798 0.22148 0.05990 0.80 -1.34 0.54
C -0.26332 3.25168 -0.66227 0.21 0.07 -0.16
O -0.13119 4.13926 -1.76670 -0.23 0.29 0.34
C -0.97616 5.28309 -1.64780 0.55 -0.05 -0.40
C -0.18388 6.51127 -1.21395 -0.43 -0.10 0.41
O 0.29018 6.37464 0.12463 0.24 -0.13 -0.31
C 1.67135 6.04611 0.17689 -0.11 0.05 0.16
H 0.53195 2.51040 -0.72316 -0.15 0.21 -0.14
H -0.17569 3.77749 0.29205 -0.07 0.06 -0.01
H -1.22687 2.73632 -0.71383 0.04 -0.04 0.11
H -1.80458 5.08663 -0.95953 0.09 0.05 0.06
H -1.39914 5.46872 -2.64081 -0.03 0.07 0.03
H -0.84872 7.38095 -1.22856 0.00 0.00 -0.04
H 0.64333 6.70769 -1.90421 -0.03 -0.11 0.02
H 2.27132 6.91589 -0.10906 0.10 -0.05 -0.05
H 1.91145 5.20134 -0.47263 -0.01 0.02 -0.04
H 1.91853 5.77425 1.20499 -0.11 0.08 -0.06
C 6.05181 -0.50064 1.02031 0.08 0.04 -0.16
O 5.77959 -1.20053 -0.18572 -0.20 -0.09 0.36
C 5.03524 -2.39778 0.03839 0.00 0.27 -0.55
C 3.56754 -2.21190 -0.33010 0.01 -0.10 0.55
O 2.92013 -1.30958 0.56500 0.13 0.01 -0.22
C 2.73954 -0.01804 -0.00626 0.08 0.07 -0.04
H 6.45085 0.48199 0.76193 -0.01 -0.12 -0.08
H 5.14939 -0.36222 1.62059 0.00 -0.04 0.00
H 6.80415 -1.04222 1.60256 -0.03 0.04 0.11
H 5.14051 -2.73467 1.07476 -0.09 0.06 -0.01
H 5.46789 -3.16553 -0.61158 -0.05 -0.03 0.03
H 3.05718 -3.17597 -0.23455 0.03 -0.04 -0.05
H 3.46306 -1.87671 -1.36722 0.07 0.03 0.07
H 1.96259 -0.05857 -0.77111 0.27 0.11 -0.03
H 3.66592 0.36715 -0.43917 0.06 -0.07 0.03
H 2.41690 0.66267 0.78388 -0.03 -0.15 -0.02



[2]
15
Properties=species:S:1:pos:R:3:forces:R:3 method="wB97M-V/def2-TZVPD" homo_ev=-8.795 mol_weight_da=94.18 smiles=CCS.CO lumo_ev=0.7 gap_ev=9.54 largest_force_ev_per_a=4.058 total_energy_ev=-16154.1522 de_lowest_ev=1.714 total_charge=0
C -0.00426 -1.74135 2.66180 -1.74 -1.76 -1.04
C -1.09942 -1.01984 1.82637 0.55 0.74 0.43
S -2.11896 -1.82246 0.58604 0.16 -1.03 -1.20
H -0.23502 -2.81436 2.45977 0.69 0.42 0.60
H 1.00910 -1.53208 2.35779 0.17 0.16 -0.22
H -0.13187 -1.54543 3.71982 0.03 0.08 0.11
H -0.55714 -0.21546 1.29797 -1.14 0.36 0.65
H -1.99579 -0.81343 2.43104 1.20 1.22 0.57
H -1.63432 -1.23903 -0.52264 0.09 -0.19 0.10
C 2.53421 3.21090 -3.33868 1.84 2.29 2.80
O 2.30746 2.65276 -2.01827 0.22 -0.19 -0.43
H 1.95092 4.12890 -3.35565 -1.06 -0.43 -1.06
H 2.39969 2.41711 -4.04272 -0.06 0.15 -0.66
H 3.54957 3.76584 -3.31193 -0.84 -1.72 -0.67
H 2.83748 3.16340 -1.40043 -0.10 -0.10 0.03



[3]
5
Properties=species:S:1:pos:R:3:forces:R:3 method="wB97M-V/def2-TZVPD" homo_ev=-10.637 mol_weight_da=42.04 smiles="C1N=N1" lumo_ev=0.4 gap_ev=11.02 largest_force_ev_per_a=4.124 total_energy_ev=-4046.6874 de_lowest_ev=2.327 total_charge=0
C -0.41864 0.00417 -0.00950 -1.61 0.07 -1.53
N -1.78911 -0.60947 0.00307 1.29 3.27 -0.32
N -1.69749 0.64694 0.01012 -1.65 -2.62 -0.24
H 0.05944 0.15137 0.85087 1.85 -0.19 3.68
H 0.22050 0.21307 -0.82020 0.11 -0.53 -1.59



[4]
60
Properties=species:S:1:pos:R:3:forces:R:3 method="wB97M-V/def2-TZVPD" homo_ev=-9.090 mol_weight_da=598.59 smiles="O=S(=O)(c1ccccc1)C(C(c1ccc(C(F)(F)F)cc1)c1ccc(C(F)(F)F)cc1)S(=O)(=O)c1ccccc1" lumo_ev=-0.1 gap_ev=8.97 largest_force_ev_per_a=3.320 total_energy_ev=-75523.2385 de_lowest_ev=0.000 total_charge=0
O 2.68954 -2.07277 5.98833 -0.97 0.34 1.37
S 1.39006 -1.58233 6.45374 2.13 1.03 -0.55
O 1.01898 -0.19941 6.26295 -0.09 -0.21 0.14
C 1.40175 -1.87036 8.22815 -0.33 -0.07 0.90
C 0.54680 -1.10726 9.03829 0.24 0.35 0.12
C 0.59021 -1.23142 10.43010 0.20 -0.25 -0.19
C 1.43037 -2.20210 11.00846 0.09 0.22 -0.22
C 2.30930 -2.94013 10.20292 -0.16 0.12 -0.10
C 2.29679 -2.77552 8.80977 -0.07 0.32 -0.22
C 0.23836 -2.50200 5.34945 -0.04 -1.08 1.85
C -0.08584 -1.95290 3.82776 0.27 -2.48 2.19
C -1.35589 -1.33222 3.40439 -1.34 0.53 -0.39
C -2.30864 -2.04433 2.61419 0.50 0.21 0.70
C -3.55318 -1.48147 2.33811 0.23 0.38 -0.10
C -3.74801 -0.12744 2.66033 -0.21 0.32 -0.02
C -5.04045 0.59201 2.34556 -0.55 0.29 -0.12
F -5.06032 1.84506 2.92624 -0.35 -1.41 -0.82
F -6.13947 -0.09273 2.80139 1.01 0.75 -0.52
F -5.20552 0.76753 0.99185 -0.03 -0.08 1.28
C -2.74778 0.65052 3.24026 0.33 -0.47 0.02
C -1.57202 0.02835 3.66163 -0.32 0.05 0.39
C 1.13426 -1.25911 3.39213 2.83 -0.28 -1.50
C 1.14816 -0.05304 2.66199 -0.21 0.09 0.00
C 2.32976 0.59402 2.29910 0.61 -0.77 0.48
C 3.54084 -0.04177 2.66782 0.09 0.38 -0.30
C 4.84728 0.63625 2.33908 0.45 0.30 0.03
F 5.92221 -0.03655 2.86551 -0.87 0.80 -0.70
F 5.04113 0.73039 0.97887 0.01 0.07 1.34
F 4.88321 1.90984 2.85377 0.14 -1.07 -0.69
C 3.59394 -1.30508 3.26625 -0.04 0.15 -0.17
C 2.39057 -1.92076 3.59648 -0.45 0.04 -1.23
S -1.15328 -3.01102 6.42803 -1.27 -0.49 1.41
O -2.30345 -2.18474 6.12058 0.91 -0.03 0.33
O -0.68639 -3.19328 7.82715 -1.03 0.48 -2.85
C -1.53532 -4.64327 5.88509 0.16 -0.91 -0.12
C -1.98674 -4.90730 4.59100 -0.21 -0.43 -0.13
C -2.18067 -6.23097 4.16950 0.07 -0.33 0.57
C -1.93141 -7.28411 5.08212 0.28 0.08 0.03
C -1.48158 -7.00831 6.39461 -0.40 -0.03 -0.56
C -1.32404 -5.67609 6.79909 -0.01 -0.61 -0.22
H -0.14044 -0.39169 8.58250 0.27 -0.22 0.08
H -0.01584 -0.55596 11.05709 0.26 -0.61 -0.40
H 1.41807 -2.36036 12.09473 0.10 0.15 -0.52
H 3.03490 -3.62911 10.65816 -0.47 0.31 -0.25
H 3.00095 -3.29998 8.16634 -0.18 0.01 0.20
H 0.81643 -3.47770 5.19636 -0.77 1.32 0.44
H -0.09002 -3.05623 3.69042 -0.21 0.78 -2.37
H -2.06313 -3.05138 2.23652 -0.19 0.58 0.37
H -4.33822 -2.07812 1.84963 0.43 0.46 0.20
H -2.87894 1.72948 3.35667 -0.01 -0.55 0.15
H -0.82508 0.62609 4.21015 -0.46 -0.53 -0.23
H 0.20505 0.39534 2.33169 0.55 -0.21 0.23
H 2.30358 1.55691 1.74885 0.15 -0.85 0.48
H 4.57778 -1.80109 3.47323 -1.23 0.58 -0.27
H 2.45949 -2.97991 3.89696 -0.34 0.84 0.03
H -2.25699 -4.09418 3.92602 0.19 -0.07 0.17
H -2.52816 -6.44910 3.14087 0.21 0.19 0.84
H -2.07821 -8.33816 4.77167 0.13 0.85 0.18
H -1.26244 -7.83430 7.09979 -0.29 0.66 -0.54
H -1.07808 -5.44382 7.82861 0.24 0.03 -0.20



[5]
22
Properties=species:S:1:pos:R:3:forces:R:3 method="wB97M-V/def2-TZVPD" homo_ev=-4.269 mol_weight_da=128.15 lumo_ev=3.9 gap_ev=8.13 largest_force_ev_per_a=0.930 total_energy_ev=-13019.2940 de_lowest_ev=0.624 total_charge=-1
C -0.46014 0.06050 -1.37250 -0.85 0.35 0.09
O -0.76625 0.03173 -0.02926 -0.02 -0.28 0.03
C 1.06587 0.26496 -1.58335 0.16 0.21 0.89
C 1.36387 1.74492 -1.29233 -0.21 -0.07 0.32
N 1.80223 -0.53074 -0.57967 0.57 -0.05 -0.69
H -1.03238 0.87289 -1.87448 0.40 0.19 -0.12
H -0.84799 -0.82899 -1.91325 0.45 -0.32 0.11
H 1.38243 0.01925 -2.59486 0.06 -0.18 -0.13
H 1.18280 2.31097 -2.19229 -0.15 0.51 -0.28
H 0.68679 2.08138 -0.49896 -0.07 -0.01 -0.18
H 2.36551 1.96687 -0.91913 0.16 -0.37 -0.29
H 1.14820 -0.54415 0.18836 -0.27 -0.29 0.62
H 2.01875 -1.48650 -0.86340 -0.39 0.31 -0.07
H -1.32722 0.86044 1.41288 -0.05 0.10 -0.78
H -1.25261 1.88376 2.57185 0.04 0.02 -0.07
O -1.87405 1.37424 2.04615 -0.02 0.03 0.56
H -0.56467 -0.61684 3.34616 -0.06 -0.15 -0.01
H -1.07672 -1.51950 2.24880 0.27 -0.45 0.02
O -0.61171 -1.55004 3.10312 -0.08 0.44 0.12
H -1.46708 -1.47440 0.28167 0.20 -0.41 0.04
H -0.42129 -2.45121 0.07226 0.00 -0.40 0.21
O -1.31437 -2.46955 0.44223 -0.16 0.81 -0.37



[6]
12
Properties=species:S:1:pos:R:3:forces:R:3 method="wB97M-V/def2-TZVPD" homo_ev=-9.178 mol_weight_da=123.14 lumo_ev=-0.1 gap_ev=9.11 largest_force_ev_per_a=4.093 total_energy_ev=-20512.3475 de_lowest_ev=6.058 total_charge=0
C 0.55583 -0.08609 -0.08043 1.47 0.88 -0.13
H -1.43028 -1.46692 -0.54193 -1.09 3.16 2.36
H -0.61043 1.47249 -0.47353 0.46 -1.03 2.14
H 1.09874 -0.97821 -1.89051 0.95 -0.80 0.07
H 1.53936 1.54330 -2.07790 -2.47 -2.44 -0.67
H 0.66334 0.31434 2.24681 0.73 -1.65 -1.36
N -0.40024 0.88171 0.42188 -1.06 -0.70 -3.16
N 0.55958 -0.26798 -1.47083 -0.66 2.14 -0.97
N 1.37075 -0.74810 0.66912 -1.25 1.18 -0.91
O 0.71725 0.92867 -2.38354 1.95 0.60 2.62
O 1.13524 -0.55840 1.99504 -0.27 0.88 1.88
S -1.88289 -0.14938 0.56166 1.23 -2.23 -1.87



[7]
19
Properties=species:S:1:pos:R:3:forces:R:3 method="wB97M-V/def2-TZVPD" homo_ev=-9.015 mol_weight_da=121.14 smiles=c1cc[nH]c1.O.O.O lumo_ev=0.6 gap_ev=9.58 largest_force_ev_per_a=1.633 total_energy_ev=-11958.6181 de_lowest_ev=1.491 total_charge=0
C 0.23526 -0.39678 0.06947 0.27 0.08 1.06
C -0.85672 -0.24829 -0.83002 1.01 0.07 -1.28
C -0.28538 -0.37216 -2.08158 -1.08 0.05 -0.26
N 1.02028 -0.70577 -1.97370 0.96 0.95 0.54
C 1.39518 -0.62403 -0.63253 -1.10 -0.64 -0.89
H 0.19849 -0.32532 1.14616 -0.07 -0.16 0.00
H -1.90896 -0.04064 -0.74576 0.03 0.05 0.65
H -0.76432 -0.15151 -3.02429 0.19 -0.34 -0.10
H 1.69397 -0.59229 -2.71836 -0.24 -0.26 0.05
H 2.38390 -0.93290 -0.34636 0.03 0.22 0.24
O -0.29750 2.61042 3.95900 0.39 0.82 0.59
H 0.10699 3.24418 3.35862 0.10 0.20 0.15
H -0.54987 1.95372 3.33426 -0.50 -1.01 -0.69
O -0.45782 -3.60818 -0.66087 -0.02 -0.12 -0.19
H -0.52848 -4.09834 -1.48608 0.01 -0.10 0.07
H -0.60052 -2.69424 -0.93050 0.00 0.19 0.13
O -0.38274 2.64390 1.02468 0.26 0.14 0.64
H -0.97042 3.32452 0.69578 -0.13 -0.11 -0.31
H -0.30040 1.94021 0.37914 -0.12 -0.04 -0.40